(1)
Computed, not measured: a cluster of 13 separate species, C20H50Br2N13O25 in total, with wB97M-V/def2-TZVPD.

Results
Spin multiplicity   1
Kohn-Sham gap   8.5 eV
E_LUMO   -3.03 eV
Strongest force on any atom   4.8 eV Å⁻¹
Net charge   +1

```
110
Properties=species:S:1:pos:R:3:mulliken_charge:R:1
C 1.54103 -5.27767 1.33990 -0.927
C -0.06205 -5.47026 0.90292 -0.070
Br -0.77038 -7.33696 0.87324 -0.134
C -0.90878 -4.25755 0.55905 0.128
Br 0.10669 -2.49523 0.72348 -0.070
C -2.50586 -4.35498 0.13254 0.173
O -2.89746 -3.45886 -0.96256 -0.404
C -3.18137 -2.09183 -0.53320 -0.104
C -3.86472 -1.91957 0.94098 -0.094
N -3.35815 -2.86483 2.00751 -0.163
C -3.51857 -4.26619 1.46102 -0.143
C -3.27579 -5.46744 2.54806 -1.045
H 1.61787 -4.51350 2.25210 0.289
H 2.19513 -4.90875 0.41210 0.270
H 1.97708 -6.34028 1.66408 0.331
H -2.68893 -5.45867 -0.28632 0.370
H -2.25348 -1.34909 -0.59396 0.147
H -3.96537 -1.64879 -1.31768 0.109
H -5.04975 -1.95028 0.94359 -0.118
H -3.58578 -0.82077 1.31530 0.378
H -2.38894 -2.61791 2.31771 0.448
H -3.97792 -2.72243 2.85609 0.449
H -4.62398 -4.36453 1.02447 0.287
H -3.41929 -6.49144 1.95189 0.266
H -4.19273 -5.42615 3.30498 0.422
H -2.23073 -5.45247 3.07956 0.243
C -8.43998 -0.22674 0.65196 -0.713
N -7.32585 -0.84663 1.41882 0.830
O -7.47284 -2.01924 1.78262 -0.501
O -6.33518 -0.13852 1.63382 -0.472
H -9.24116 -0.95997 0.53759 0.310
H -8.78800 0.63953 1.21841 0.292
H -8.04525 0.06833 -0.32249 0.270
C 0.79372 -5.30079 -2.58646 -0.508
N 2.07848 -5.56394 -3.28913 0.849
O 2.03247 -5.71347 -4.51570 -0.518
O 3.09689 -5.61287 -2.58946 -0.507
H -0.01409 -5.28478 -3.32116 0.336
H 0.64222 -6.10565 -1.86421 0.150
H 0.88219 -4.33252 -2.08941 0.230
C 3.15600 1.13678 2.13321 -0.645
N 1.79658 0.54398 2.25226 0.919
O 1.31714 0.45101 3.38824 -0.537
O 1.24917 0.18881 1.20189 -0.575
H 3.51439 1.40212 3.13008 0.282
H 3.80441 0.38551 1.67762 0.285
H 3.07418 2.02526 1.50367 0.295
C 0.19541 4.56668 0.48387 -0.879
N 1.47930 4.83673 1.18551 0.840
O 2.29895 3.91261 1.24155 -0.584
O 1.62801 5.96886 1.66012 -0.490
H 0.20173 3.53738 0.11905 0.338
H -0.61155 4.71550 1.20434 0.395
H 0.12002 5.27018 -0.34789 0.307
C -4.00459 3.42779 -0.72724 -0.551
N -2.72070 3.69784 -0.02560 0.956
O -1.90105 2.77372 0.03044 -0.521
O -2.57199 4.82997 0.44901 -0.563
H -3.99827 2.39849 -1.09206 0.093
H -4.81155 3.57661 -0.00677 0.287
H -4.07998 4.13130 -1.55900 0.293
C -3.88333 0.03328 -4.63525 -0.863
N -4.24444 1.11294 -3.67736 0.859
O -4.89395 0.78784 -2.67666 -0.518
O -3.86558 2.25630 -3.95712 -0.459
H -4.27895 -0.91477 -4.26474 0.350
H -4.32822 0.28615 -5.59988 0.353
H -2.79366 -0.00144 -4.69727 0.317
C 4.39541 7.42080 2.72898 -0.565
N 5.67930 7.69085 3.43062 0.998
O 6.49895 6.76673 3.48666 -0.576
O 5.82801 8.82298 3.90523 -0.551
H 4.40173 6.39150 2.36416 0.264
H 3.58845 7.56962 3.44945 0.307
H 4.32002 8.12430 1.89722 0.215
C 6.01667 -4.46636 -1.64630 -0.687
N 5.65556 -3.38670 -0.68842 0.862
O 5.00605 -3.71181 0.31228 -0.513
O 6.03442 -2.24334 -0.96818 -0.516
H 5.62105 -5.41442 -1.27580 0.287
H 5.57178 -4.21350 -2.61094 0.274
H 7.10634 -4.50109 -1.70833 0.300
C 3.58537 4.65965 5.99861 -0.713
N 3.29713 6.08870 6.29584 0.832
O 3.13407 6.84561 5.33176 -0.520
O 3.24266 6.41019 7.48863 -0.511
H 3.60367 4.52066 4.91558 0.234
H 4.55802 4.42207 6.43439 0.319
H 2.79095 4.06222 6.45072 0.302
C 0.97133 -10.67186 -0.11092 -0.492
N 1.85112 -10.90106 -1.28865 0.838
O 1.47211 -11.72842 -2.12579 -0.500
O 2.89733 -10.24384 -1.33947 -0.497
H 0.09157 -11.31313 -0.19686 0.311
H 1.54562 -10.92285 0.78328 0.289
H 0.68278 -9.61870 -0.11504 0.002
C 6.45600 10.19228 -0.59703 -0.700
N 5.09658 9.59949 -0.47798 0.846
O 4.61714 9.50651 0.65800 -0.561
O 4.54917 9.24432 -1.52835 -0.504
H 6.81439 10.45762 0.39984 0.312
H 7.10441 9.44101 -1.05262 0.285
H 6.37418 11.08077 -1.22657 0.282
C -2.75859 3.67095 -7.54655 -0.738
N -2.94310 2.27443 -7.06770 0.880
O -1.99763 1.49297 -7.22386 -0.532
O -4.03187 2.00220 -6.54853 -0.509
H -1.76017 3.76751 -7.97832 0.311
H -3.52492 3.86502 -8.29986 0.295
H -2.87186 4.33244 -6.68514 0.273
```

=====

(2)
Computed, not measured: a cluster of 5 separate species, C38H36B2N4O20 in total, with wB97M-V/def2-TZVPD.

Results
Spin multiplicity   1
SMILES   C=Cc1ccc2nc(OB(O)O)c(CCN)nc2c1B(O)N(C)C.O=C1C=C(O)C(=O)C=C1O.O=C1C=C(O)C(=O)C=C1O.O=C1C=C(O)C(=O)C=C1O.O=C1C=C(O)C(=O)C=C1O
Kohn-Sham gap   7.3 eV
E_LUMO   -1.52 eV
Strongest force on any atom   2.1 eV Å⁻¹
Net charge   0

```
100
Properties=species:S:1:pos:R:3:mulliken_charge:R:1
C -0.50632 5.08731 -4.52073 -0.880
C -1.53769 4.32207 -4.11231 -1.351
C -1.34562 3.20831 -3.12679 0.929
C -1.16546 1.86341 -3.58306 -0.747
C -0.97848 0.85532 -2.69696 -0.601
C -0.96822 1.07014 -1.29162 -0.307
N -0.75130 -0.00901 -0.47825 -0.308
C -0.76960 0.34603 0.77034 0.438
O -0.51094 -0.65251 1.70792 -0.445
B -1.64534 -1.35181 2.10036 0.746
O -2.83000 -1.40236 1.38322 -0.531
O -1.57375 -2.03331 3.32002 -0.657
C -1.02001 1.66262 1.28459 0.583
C -1.04977 1.92557 2.78564 -1.025
C 0.28112 2.56502 3.27344 -0.393
N 1.11644 1.47356 3.80959 -0.665
N -1.22878 2.68198 0.49013 -0.133
C -1.18139 2.37936 -0.84546 0.782
C -1.36411 3.44306 -1.77456 0.238
B -1.56160 4.90239 -1.17142 0.425
O -0.42973 5.49279 -0.55791 -0.846
N -2.79431 5.66538 -1.15195 0.422
C -3.84871 5.13589 -2.03314 -0.819
C -3.29066 5.92807 0.20761 -1.076
H 0.18980 5.45527 -3.75382 0.249
H -0.29800 5.34872 -5.56037 0.289
H -2.54456 4.54581 -4.48909 0.501
H -1.17849 1.66260 -4.65528 0.451
H -0.84525 -0.15339 -3.09082 0.494
H -3.49893 -0.97678 1.93698 0.285
H -1.56897 -1.39291 4.04324 0.311
H -1.85505 2.66237 2.93979 0.415
H -1.32732 1.04303 3.37351 0.229
H 0.72987 3.05482 2.38960 0.302
H 0.10053 3.33885 4.03283 0.362
H 0.96019 0.67396 3.20290 0.220
H 2.09776 1.72203 3.83406 0.259
H -0.45992 5.20628 0.36754 0.304
H -4.00012 4.04774 -1.96821 0.348
H -3.70572 5.49244 -3.06062 -0.141
H -4.80040 5.59555 -1.70686 0.457
H -3.77642 6.91920 0.21312 0.308
H -4.01227 5.18086 0.56981 0.258
H -2.44285 6.01563 0.90111 0.352
C -0.22036 -7.66298 1.90912 -1.102
C -1.45266 -7.70835 1.38935 0.409
C -2.09642 -6.49597 0.78544 0.826
O -3.21132 -6.60151 0.31088 -0.627
C -1.35190 -5.24382 0.80092 -0.413
C -0.12193 -5.19867 1.32409 -0.076
C 0.53089 -6.41553 1.90243 0.894
O 1.66002 -6.31805 2.34771 -0.662
O 0.58384 -4.06284 1.35520 -0.313
O -2.17727 -8.82823 1.37618 -0.578
H 0.25578 -8.53014 2.34559 0.482
H -1.83295 -4.37258 0.37750 0.541
H 1.43151 -4.29412 1.78000 0.297
H -3.02105 -8.59127 0.94635 0.350
C 5.76971 -7.72076 6.74108 -0.959
C 4.62829 -8.41355 6.64989 0.424
C 3.90860 -8.57557 5.34401 0.980
O 2.88461 -9.23252 5.31839 -0.636
C 4.47163 -7.93161 4.16582 -0.958
C 5.61092 -7.23580 4.25681 0.410
C 6.34478 -7.09622 5.55657 0.951
O 7.38603 -6.46709 5.57678 -0.621
O 6.15879 -6.62850 3.20192 -0.558
O 4.06633 -8.99919 7.70895 -0.562
H 6.29855 -7.59890 7.67589 0.412
H 3.93398 -8.04062 3.23416 0.403
H 6.97045 -6.20140 3.53536 0.357
H 3.25828 -9.43181 7.37317 0.355
C 4.14300 -2.54967 -1.69102 -0.748
C 2.86035 -2.85246 -1.44664 0.061
C 2.23264 -4.10291 -2.00249 1.108
O 1.07178 -4.35053 -1.74322 -0.581
C 3.05435 -4.96838 -2.84037 -1.115
C 4.33286 -4.65853 -3.08290 0.358
C 4.96579 -3.42811 -2.50893 1.006
O 6.13842 -3.20790 -2.74966 -0.622
O 5.11631 -5.42297 -3.84594 -0.577
O 2.09019 -2.05853 -0.69869 -0.359
H 4.60863 -1.65709 -1.29741 0.468
H 2.58824 -5.85449 -3.24784 0.447
H 5.98577 -4.97934 -3.85886 0.354
H 1.21095 -2.48409 -0.66208 0.179
C -3.99060 10.48463 -4.91569 -0.939
C -3.88833 9.23731 -5.38858 0.264
C -3.31854 8.12624 -4.55839 0.967
O -3.26813 7.00621 -5.03545 -0.598
C -2.84680 8.43951 -3.21675 -0.740
C -2.94646 9.68886 -2.74496 0.114
C -3.54054 10.79527 -3.56474 0.865
O -3.62215 11.90681 -3.07736 -0.623
O -2.52614 10.02139 -1.52363 -0.557
O -4.28632 8.90973 -6.61996 -0.591
H -4.40135 11.29358 -5.50330 0.429
H -2.42212 7.63187 -2.63177 0.665
H -2.71266 10.97485 -1.43045 0.352
H -4.10590 7.95500 -6.71060 0.359
```